(1)
17
Properties=species:S:1:pos:R:3:forces:R:3:mulliken_charge:R:1 method="wB97M-V/def2-TZVPD" lumo_ha=0.0338 charge=0 de_lowest_kcal_mol=65.0 smiles=C[C@@]12CC[C@@H]1O2.O
C -1.335 1.922 0.001 0.0 0.0 0.0 -1.271
C -0.506 0.687 -0.117 -0.3 0.2 -0.1 0.669
C -0.826 -0.541 -0.968 -0.2 -0.1 0.0 -0.593
C 0.650 -0.999 -0.824 0.1 -0.1 -0.1 -0.500
C 0.925 0.342 -0.120 0.3 0.1 -0.1 -0.346
O 0.153 0.271 1.086 -0.2 -0.1 0.1 -0.560
H -1.685 2.262 -0.978 0.1 0.0 0.1 0.327
H -2.214 1.674 0.608 0.1 0.1 -0.1 0.302
H -0.794 2.729 0.501 0.0 -0.1 -0.1 0.322
H -1.021 -0.218 -1.996 -0.1 -0.1 0.1 0.269
H -1.626 -1.203 -0.627 0.1 0.0 0.0 0.301
H 1.168 -1.192 -1.765 -0.1 0.2 0.1 0.324
H 0.790 -1.844 -0.146 0.0 0.1 -0.3 0.323
H 1.811 0.973 -0.107 -0.2 -0.1 0.0 0.385
O 1.513 -1.994 1.980 0.1 0.1 0.1 -0.669
H 0.783 -1.354 1.953 0.1 -0.1 0.1 0.419
H 2.214 -1.517 1.520 0.0 -0.2 0.2 0.296



(2)
17
Properties=species:S:1:pos:R:3:forces:R:3:mulliken_charge:R:1 method="wB97M-V/def2-TZVPD" lumo_ha=0.0008 charge=0 de_lowest_kcal_mol=145.5 smiles=O[C@H]1[C@H]2[C@@H](O)[C@@H]12.C
O -0.060 0.797 2.068 -0.5 0.0 -0.1 -0.562
C 0.620 -0.204 1.348 0.3 -0.2 0.0 0.134
C 0.961 -0.231 -0.090 0.6 -0.3 0.0 -0.733
C 0.123 -1.302 -0.666 0.3 -0.1 0.1 0.127
O -0.993 -1.142 -1.520 -0.2 0.1 -0.1 -0.523
C 0.029 -1.456 0.803 0.4 -0.5 0.2 -0.582
H -0.993 0.568 2.102 -0.2 0.1 -0.1 0.358
H 1.550 -0.366 1.913 -0.2 0.2 0.3 0.290
H 1.849 0.214 -0.553 0.4 -0.7 0.3 0.392
H 0.784 -2.055 -1.126 -0.3 -0.1 -0.2 0.320
H -0.650 -1.352 -2.401 -0.4 0.2 0.2 0.349
H -0.080 -2.402 1.336 0.6 -0.1 -0.1 0.365
C -0.612 1.808 -0.647 -0.2 0.3 -0.1 -1.013
H -0.250 1.939 -1.669 -0.1 0.1 0.1 0.267
H 0.022 2.314 0.082 -0.2 0.0 -0.2 0.312
H -1.647 2.115 -0.542 -0.1 0.5 -0.2 0.368
H -0.654 0.754 -0.437 -0.1 0.4 -0.2 0.130



(3)
17
Properties=species:S:1:pos:R:3:forces:R:3:mulliken_charge:R:1 method="wB97M-V/def2-TZVPD" lumo_ha=0.0409 charge=0 de_lowest_kcal_mol=34.9 smiles=C[C@@H]1OC[C@H](C)O1
C -2.322 0.444 -0.184 0.0 0.1 0.0 -1.199
C -1.246 -0.619 -0.169 -0.3 0.0 0.0 0.323
O -0.761 -0.803 1.162 0.0 0.1 0.1 -0.379
C 0.488 -0.144 1.167 0.1 0.7 0.0 -0.628
C 1.035 -0.505 -0.205 0.2 0.1 0.2 0.554
C 2.188 0.377 -0.606 0.0 0.1 -0.1 -1.447
O -0.142 -0.218 -0.966 0.0 -0.1 -0.1 -0.394
H -1.927 1.354 0.278 -0.1 -0.1 -0.1 0.258
H -2.644 0.677 -1.202 0.1 -0.1 0.1 0.332
H -3.186 0.099 0.392 0.1 0.0 -0.1 0.327
H -1.626 -1.587 -0.526 0.1 0.1 0.2 0.280
H 0.397 0.959 1.179 -0.5 -0.1 -0.4 0.260
H 1.037 -0.255 2.093 0.2 -1.2 0.0 0.401
H 1.283 -1.571 -0.349 0.0 0.2 0.4 0.263
H 2.477 0.227 -1.648 0.0 0.0 0.1 0.345
H 3.043 0.142 0.038 -0.1 0.1 -0.2 0.361
H 1.905 1.423 -0.456 0.1 -0.1 -0.1 0.343



(4)
17
Properties=species:S:1:pos:R:3:forces:R:3:mulliken_charge:R:1 method="wB97M-V/def2-TZVPD" lumo_ha=0.0302 charge=0 de_lowest_kcal_mol=70.4 smiles="C[C@H](O)[C@H](C)C=O"
C -1.957 -0.310 -0.011 2.3 -2.3 -0.4 -1.184
C -0.246 -0.929 0.005 -5.3 1.9 -0.4 -0.303
O -0.102 -1.903 0.962 0.3 -0.4 0.7 -0.536
C 0.407 0.357 0.220 5.5 -0.7 0.4 0.240
C 0.328 1.411 -0.857 0.0 -0.1 0.2 -1.442
C 2.162 -0.168 0.315 -1.9 1.4 0.2 0.026
O 3.044 0.446 -0.213 -0.4 -0.3 0.0 -0.456
H -2.173 0.426 0.761 0.4 0.1 0.0 0.338
H -2.542 -1.205 0.180 -0.3 0.0 -0.1 0.395
H -2.163 0.072 -1.005 -0.1 0.1 0.0 0.347
H -0.066 -1.374 -0.972 0.0 0.1 0.0 0.399
H -0.296 -1.536 1.834 0.0 0.0 -0.1 0.361
H 0.250 0.749 1.227 -0.2 0.0 0.0 0.380
H -0.515 2.079 -0.696 -0.1 0.0 -0.1 0.352
H 0.245 0.956 -1.843 -0.1 0.0 -0.1 0.313
H 1.245 2.001 -0.845 0.0 0.0 0.0 0.438
H 2.380 -1.073 0.938 -0.3 0.2 -0.3 0.332



(5)
17
Properties=species:S:1:pos:R:3:forces:R:3:mulliken_charge:R:1 method="wB97M-V/def2-TZVPD" lumo_ha=0.0347 charge=0 de_lowest_kcal_mol=49.0 smiles=C[C@@H](O)[C@H]1CCO1
C -2.073 -0.498 0.587 0.0 0.0 0.0 -1.289
C -1.142 0.216 -0.389 -0.1 -0.3 -0.2 0.308
O -1.112 1.609 -0.129 0.1 0.1 0.0 -0.573
C 0.222 -0.468 -0.380 -0.2 0.0 -0.2 -0.071
C 1.482 0.294 -0.826 0.0 0.1 -0.1 -0.596
C 2.028 -0.107 0.551 0.3 0.1 0.0 -0.336
O 0.753 -0.629 0.952 -0.1 0.0 0.2 -0.438
H -3.028 0.031 0.642 0.1 -0.1 0.0 0.361
H -2.260 -1.528 0.262 0.0 0.1 0.0 0.332
H -1.625 -0.528 1.585 -0.1 0.0 -0.1 0.286
H -1.541 0.129 -1.408 0.0 -0.1 0.1 0.269
H -0.305 1.844 0.332 0.1 -0.1 0.3 0.313
H 0.113 -1.447 -0.871 0.0 0.1 0.1 0.417
H 2.008 -0.100 -1.696 -0.1 0.1 0.1 0.307
H 1.322 1.368 -0.955 0.1 -0.2 0.0 0.203
H 2.356 0.699 1.217 0.0 -0.1 -0.1 0.248
H 2.801 -0.886 0.526 -0.1 0.1 0.0 0.260



(6)
17
Properties=species:S:1:pos:R:3:forces:R:3:mulliken_charge:R:1 method="wB97M-V/def2-TZVPD" lumo_ha=-0.0050 charge=0 de_lowest_kcal_mol=118.1
O -1.324 1.519 -1.734 0.0 -0.1 -0.2 -0.561
C -1.377 1.282 -0.361 0.0 -0.2 0.2 -0.407
C -0.026 1.137 0.265 0.2 -0.5 0.1 0.238
C 0.188 0.368 1.412 0.1 -0.7 -0.9 -1.062
C 1.071 -1.348 0.589 -0.7 1.3 0.9 -0.642
C 0.505 -1.331 -0.759 0.5 -0.9 0.2 -0.063
O 0.690 -0.255 -1.472 -0.2 0.6 0.6 -0.753
H -0.675 0.866 -2.059 0.0 0.0 -0.1 0.450
H -1.992 0.401 -0.093 0.1 0.1 -0.1 0.266
H -1.875 2.147 0.088 0.0 0.0 0.1 0.324
H 0.721 1.862 -0.041 0.0 -0.1 -0.1 0.298
H -0.670 -0.116 1.873 0.0 0.1 0.0 0.298
H 0.987 0.644 2.082 0.2 0.0 0.1 0.366
H 0.818 -2.176 1.257 0.1 0.2 -0.2 0.383
H 2.081 -0.960 0.683 -0.1 -0.1 -0.1 0.336
H -0.454 -1.880 -0.843 0.1 0.2 0.1 0.300
H 1.331 -2.161 -0.888 -0.3 0.1 -0.6 0.228